{"formula": "C42H34I2N6O3S2Ti", "method": "ωB97M-V with the def2-TZVPD basis set", "multiplicity": 3, "gap_ev": [4.0, 5.2], "charge": -2, "max_force_ev_per_a": 0.9, "relative_energy_ev": 0.635, "elements": ["Ti", "C", "C", "O", "N", "C", "C", "C", "C", "C", "C", "N", "H", "H", "H", "H", "H", "H", "H", "H", "H", "H", "I", "C", "C", "C", "C", "C", "C", "C", "C", "C", "C", "H", "H", "H", "H", "H", "H", "S", "C", "C", "N", "C", "S", "C", "N", "I", "C", "C", "C", "C", "N", "C", "H", "H", "H", "H", "C", "C", "C", "C", "C", "C", "N", "C", "C", "C", "C", "C", "C", "C", "O", "O", "C", "C", "H", "H", "H", "H", "H", "H", "H", "H", "H", "H", "H", "H", "H", "H"], "xyz": [[0.150, 0.239, -0.351], [2.163, -1.558, -3.341], [2.525, -1.305, -1.909], [1.820, -0.656, -1.141], [3.662, -1.867, -1.451], [3.815, -2.044, -0.023], [2.954, -3.177, 0.508], [3.124, -3.618, 1.816], [2.256, -4.574, 2.311], [1.256, -5.059, 1.482], [1.179, -4.572, 0.190], [2.016, -3.655, -0.302], [1.390, -0.865, -3.664], [1.764, -2.575, -3.388], [3.043, -1.491, -3.982], [4.066, -2.569, -2.049], [3.512, -1.112, 0.462], [4.866, -2.208, 0.216], [3.888, -3.177, 2.443], [2.333, -4.901, 3.340], [0.523, -5.769, 1.838], [0.401, -4.918, -0.482], [-2.270, 1.477, 0.491], [-3.078, 0.870, -1.366], [-4.185, 1.511, -1.844], [-4.822, 1.048, -3.016], [-4.362, -0.074, -3.641], [-3.218, -0.757, -3.155], [-2.774, -1.954, -3.772], [-1.679, -2.606, -3.286], [-0.939, -2.047, -2.219], [-1.279, -0.868, -1.596], [-2.506, -0.256, -2.032], [-4.587, 2.371, -1.321], [-5.688, 1.577, -3.397], [-4.862, -0.462, -4.522], [-3.330, -2.338, -4.622], [-1.355, -3.537, -3.743], [-0.039, -2.570, -1.899], [-0.828, 1.815, 3.281], [0.732, 2.537, 3.428], [0.940, 3.230, 4.680], [1.070, 3.790, 5.679], [1.789, 2.529, 2.557], [1.913, 1.840, 0.946], [2.995, 3.207, 2.939], [3.977, 3.756, 3.198], [2.044, -1.612, 5.010], [0.687, -1.859, 3.438], [-0.361, -2.784, 3.570], [-1.234, -2.835, 2.462], [-1.032, -2.050, 1.364], [0.011, -1.153, 1.239], [0.864, -1.095, 2.325], [-0.518, -3.357, 4.471], [-2.094, -3.495, 2.464], [-1.713, -2.090, 0.526], [1.650, -0.353, 2.268], [-2.036, 5.496, -4.445], [-1.459, 5.154, -3.096], [-2.298, 5.109, -1.991], [-1.790, 4.782, -0.742], [-0.458, 4.452, -0.605], [0.397, 4.482, -1.709], [1.739, 4.166, -1.478], [2.544, 3.356, -2.285], [3.921, 3.601, -2.266], [4.777, 2.933, -3.119], [4.272, 2.028, -4.047], [2.917, 1.744, -4.031], [2.053, 2.339, -3.114], [0.684, 1.696, -2.960], [0.143, 1.180, -3.928], [0.248, 1.687, -1.743], [-0.090, 4.887, -2.963], [0.809, 5.076, -4.156], [-3.123, 5.560, -4.387], [-1.780, 4.737, -5.189], [-1.664, 6.454, -4.822], [-3.354, 5.322, -2.116], [-2.440, 4.733, 0.122], [-0.072, 4.098, 0.345], [1.959, 4.050, -0.495], [4.295, 4.349, -1.578], [5.840, 3.142, -3.080], [4.929, 1.536, -4.755], [2.492, 1.018, -4.712], [1.840, 5.250, -3.855], [0.485, 5.938, -4.743], [0.807, 4.205, -4.818]]}



{"formula": "C3H4NS", "method": "ωB97M-V with the def2-TZVPD basis set", "gap_ev": [7.4, 7.6], "charge": 1, "max_force_ev_per_a": 2.0, "relative_energy_ev": 8.900, "elements": ["C", "C", "C", "N", "S", "H", "H", "H", "H"], "xyz": [[0.846, 1.047, -1.189], [-1.853, 0.619, -1.443], [-0.242, -0.216, 0.736], [0.878, 0.041, -0.223], [-1.965, -0.223, -0.100], [-0.134, -1.188, 1.220], [-0.273, 0.576, 1.489], [1.009, -0.782, -0.855], [1.733, 0.126, 0.365]]}



{"formula": "C43H31Cl3N5O4Sc", "method": "ωB97M-V with the def2-TZVPD basis set", "gap_ev": 6.2, "charge": -2, "max_force_ev_per_a": 0.6, "elements": ["Sc", "O", "C", "C", "C", "C", "C", "C", "C", "N", "N", "C", "O", "C", "C", "C", "C", "C", "C", "H", "H", "H", "H", "H", "H", "H", "H", "H", "H", "C", "C", "C", "C", "C", "C", "C", "C", "C", "C", "C", "C", "C", "C", "C", "N", "H", "H", "H", "H", "H", "H", "H", "H", "H", "H", "C", "N", "C", "C", "C", "C", "C", "N", "C", "C", "C", "C", "C", "C", "H", "H", "H", "H", "H", "H", "H", "H", "H", "H", "H", "Cl", "C", "Cl", "Cl", "C", "O", "O"], "xyz": [[-0.011, 0.157, -0.214], [-1.572, 0.186, 1.172], [-2.856, 0.185, 1.201], [-3.557, 0.889, 2.214], [-4.931, 0.869, 2.292], [-5.690, 0.138, 1.374], [-5.036, -0.574, 0.387], [-3.644, -0.574, 0.282], [-2.993, -1.394, -0.712], [-1.732, -1.361, -0.906], [-1.212, -2.275, -1.794], [0.063, -2.462, -1.543], [0.710, -1.963, -0.556], [0.757, -3.397, -2.478], [0.110, -3.932, -3.591], [0.764, -4.836, -4.411], [2.074, -5.212, -4.134], [2.733, -4.655, -3.048], [2.080, -3.748, -2.227], [-2.967, 1.467, 2.917], [-5.435, 1.427, 3.075], [-6.771, 0.128, 1.435], [-5.610, -1.140, -0.340], [-3.599, -2.117, -1.264], [-0.906, -3.618, -3.783], [0.258, -5.247, -5.278], [2.576, -5.932, -4.771], [3.765, -4.927, -2.853], [2.569, -3.285, -1.379], [-0.441, 4.563, 0.043], [-0.835, 4.734, 1.366], [-0.553, 3.738, 2.284], [0.066, 2.555, 1.869], [0.385, 2.296, 0.517], [0.149, 3.372, -0.355], [0.452, 1.533, 2.860], [0.644, 1.881, 4.229], [1.029, 0.938, 5.130], [1.251, -0.389, 4.699], [1.641, -1.434, 5.560], [1.873, -2.689, 5.066], [1.718, -2.943, 3.687], [1.334, -1.951, 2.828], [1.088, -0.641, 3.314], [0.705, 0.310, 2.438], [-0.637, 5.345, -0.684], [-1.370, 5.627, 1.669], [-0.860, 3.872, 3.317], [0.408, 3.251, -1.404], [0.532, 2.910, 4.540], [1.189, 1.188, 6.174], [1.756, -1.229, 6.620], [2.172, -3.493, 5.729], [1.906, -3.942, 3.310], [1.194, -2.120, 1.765], [3.885, -0.220, 1.222], [2.915, 0.013, 0.181], [3.363, 0.071, -1.017], [2.557, 0.229, -2.171], [2.990, 0.219, -3.504], [1.840, 0.278, -4.288], [0.765, 0.326, -3.393], [1.183, 0.298, -2.119], [4.102, 0.942, 2.170], [3.631, 2.215, 1.877], [3.900, 3.276, 2.730], [4.633, 3.079, 3.892], [5.103, 1.807, 4.194], [4.845, 0.752, 3.333], [4.875, -0.462, 0.794], [3.573, -1.094, 1.803], [4.445, -0.019, -1.207], [4.020, 0.155, -3.829], [1.774, 0.297, -5.366], [-0.283, 0.386, -3.636], [3.026, 2.355, 0.990], [3.524, 4.263, 2.484], [4.834, 3.907, 4.562], [5.666, 1.640, 5.106], [5.223, -0.239, 3.570], [-4.552, 1.372, -2.856], [-3.409, 2.655, -2.378], [-3.641, 4.039, -3.458], [-3.757, 3.170, -0.727], [-1.905, 2.045, -2.533], [-1.381, 2.341, -3.595], [-1.530, 1.362, -1.560]]}